Entry 1:
97
Properties=species:S:1:pos:R:3 method="wB97M-V/def2-TZVPD" mol_weight_g_mol=941.76 orbital_gap_ha=0.243 fmax_ha_per_bohr=0.006 charge=-1
I 0.252 1.415 -0.859
Br 0.909 0.725 4.664
S 4.028 0.176 8.827
S -4.247 2.742 -1.615
S -5.836 2.806 -6.204
S -3.328 -1.790 -4.259
S 7.636 -4.248 1.703
Al 2.051 -0.191 2.730
O 6.515 -4.834 2.376
O -2.569 -2.987 -4.447
O -3.609 3.040 -0.369
O 4.377 -0.669 9.933
O 3.896 -0.403 7.528
O -2.727 -0.530 -4.590
O -4.712 -1.896 -5.033
O -5.344 1.809 -1.605
O -4.747 4.093 -2.296
O 7.598 -4.126 0.277
O -5.790 4.062 -7.168
O 8.948 -5.065 2.120
O -5.053 3.085 -5.037
O -5.558 1.612 -6.945
O 2.724 0.994 9.188
N 5.546 -0.198 2.770
C 1.439 0.489 8.712
C 8.904 -7.091 0.726
C 1.045 -0.799 9.395
C -3.639 3.856 -8.355
C 3.468 -1.452 3.345
C -0.575 1.035 1.091
C -6.005 4.636 -1.829
C 8.084 -2.712 2.425
C 8.838 -6.511 2.121
C -5.860 5.371 -0.516
C 4.723 -1.400 2.474
C 0.645 -1.144 1.679
C -0.685 -0.447 1.398
C -4.203 -2.464 -7.380
C -3.966 -1.735 -2.623
C 5.156 1.528 8.776
C -4.479 4.666 -7.397
C -3.084 2.267 -2.827
C -7.548 2.854 -5.810
C -4.726 -1.431 -6.412
H -4.165 -0.500 -6.452
H 3.780 -1.257 4.381
H -6.803 5.870 -0.283
H 7.913 -6.780 2.631
H 2.685 1.081 1.943
H -4.352 -2.094 -8.396
H 1.115 -1.469 0.739
H 6.139 1.095 8.596
H -5.075 6.124 -0.584
H -2.603 1.366 -2.450
H 9.795 -6.737 0.207
H -3.100 -1.705 -1.963
H 0.443 -2.070 2.235
H -1.253 -0.920 0.586
H 1.693 -1.621 9.091
H 1.481 0.379 7.629
H -8.119 2.784 -6.733
H 5.372 -2.269 2.625
H -6.304 5.304 -2.635
H 3.064 -2.473 3.358
H 9.681 -6.830 2.731
H -4.569 -0.837 -2.507
H 5.029 0.380 3.426
H 5.131 2.041 9.733
H -4.182 3.672 -9.282
H 1.092 -0.698 10.480
H 9.035 -2.405 2.000
H 4.461 -1.391 1.407
H -7.759 3.776 -5.277
H 0.091 1.562 1.769
H 8.030 -6.813 0.140
H -2.340 3.049 -2.955
H -4.547 -2.636 -2.446
H -5.613 4.689 0.295
H 0.022 -1.044 9.105
H 7.298 -1.994 2.193
H -6.724 3.819 -1.764
H -5.773 -1.195 -6.590
H -3.141 -2.652 -7.227
H 4.870 2.185 7.960
H -7.733 1.989 -5.176
H -3.997 4.789 -6.428
H -1.316 -0.515 2.293
H 0.759 1.303 8.952
H -3.627 2.066 -3.747
H -4.728 5.646 -7.796
H -2.735 4.420 -8.588
H -3.349 2.900 -7.923
H 8.145 -2.842 3.502
H -1.541 1.534 1.046
H -4.740 -3.407 -7.270
H 5.619 0.375 1.938
H 8.950 -8.179 0.797


Entry 2:
104
Properties=species:S:1:pos:R:3 method="wB97M-V/def2-TZVPD" mol_weight_g_mol=778.67 orbital_gap_ha=0.256 fmax_ha_per_bohr=0.017 charge=-1
I 4.077 0.980 -0.031
S 1.421 3.983 -4.332
P -0.902 3.208 -1.013
P 2.215 2.716 -3.009
Al 0.447 1.481 -1.963
O 1.754 4.657 1.449
O 4.957 6.813 -3.212
O -2.867 -4.253 -4.430
O -2.015 3.759 -2.053
O 4.317 -6.122 3.103
O 5.322 -1.816 2.133
O -0.064 4.351 -0.596
O -1.798 2.691 0.250
O -4.757 1.432 0.283
O -3.724 -2.828 2.907
N -2.467 -1.723 -0.365
N -1.730 -0.032 1.124
N -0.917 -2.254 1.270
C -6.179 1.174 2.258
C -3.314 -3.081 4.240
C 2.719 7.780 -3.201
C -2.360 -1.283 -2.790
C 3.340 -5.965 2.074
C -2.799 -1.830 4.930
C -1.719 -1.979 -1.621
C -4.040 -4.275 -5.234
C -1.648 -1.372 0.708
C -5.308 -4.188 -4.405
C 4.136 7.855 -3.731
C 7.422 -2.709 3.017
C -4.790 1.443 1.712
C -2.045 0.204 -2.832
C 1.536 5.400 2.627
C 1.160 0.265 -0.506
C 0.394 4.839 3.462
C 6.245 -2.894 2.075
C 2.752 -1.735 -0.228
C 1.959 -5.666 2.626
C 2.540 -0.322 -0.797
C -0.629 0.526 -3.336
H 1.985 -4.764 3.237
H -0.381 -1.818 2.016
H 0.501 -0.602 -0.445
H -4.408 2.401 2.083
H -2.139 0.554 0.404
H -4.096 0.665 2.023
H -2.767 3.157 -2.096
H 3.315 -6.862 1.445
H 2.104 8.590 -3.599
H 3.197 1.879 -3.580
H 7.989 -1.813 2.754
H -1.990 -1.750 -3.698
H 0.596 3.799 3.721
H -0.692 1.184 -4.201
H -4.192 -3.467 4.759
H 1.608 -6.489 3.254
H 4.539 5.976 -3.450
H 0.254 5.411 4.383
H -2.211 0.624 -1.832
H -2.509 -2.036 5.962
H -6.173 1.156 3.348
H 8.097 -3.565 2.976
H 1.180 0.761 0.462
H -3.146 -0.989 -0.523
H -6.882 1.946 1.933
H 2.266 6.830 -3.491
H 0.940 4.685 0.911
H -5.387 -5.042 -3.728
H -0.822 0.362 1.337
H 2.468 5.364 3.195
H -2.896 -5.006 -3.832
H -2.223 3.461 0.652
H 6.601 -3.025 1.046
H 3.688 -1.855 0.303
H 2.900 3.409 -2.005
H -3.567 -1.055 4.930
H -2.546 -3.863 4.254
H -1.657 -3.049 -1.792
H 1.238 -5.519 1.822
H 4.050 -6.857 3.662
H -0.699 -1.618 -1.503
H -4.052 -5.177 -5.857
H 1.948 -1.984 0.457
H -2.945 -2.506 2.434
H 2.722 -0.363 -1.866
H -1.929 -1.433 4.402
H 2.740 -2.462 -1.038
H -0.539 4.866 2.895
H -5.346 2.123 -0.035
H 4.621 8.788 -3.440
H -5.300 -3.283 -3.798
H 5.681 -3.784 2.353
H 2.710 7.831 -2.112
H -3.957 -3.414 -5.896
H -6.545 0.214 1.894
H -6.194 -4.176 -5.042
H 5.769 -1.003 1.874
H 3.689 -5.136 1.461
H 7.068 -2.591 4.041
H 4.129 7.807 -4.826
H -2.790 0.671 -3.476
H -3.439 -1.451 -2.772
H 1.337 6.453 2.383
H -0.149 -0.385 -3.691


Entry 3:
45
Properties=species:S:1:pos:R:3 method="wB97M-V/def2-TZVPD" mol_weight_g_mol=704.56 orbital_gap_ha=0.189 fmax_ha_per_bohr=0.003 charge=-1
Pt 0.562 -0.178 0.580
I 3.165 0.081 0.285
S 0.842 -2.737 0.533
S -0.232 -0.268 3.042
S -1.663 -0.311 -0.110
N 1.730 -2.507 -1.978
N -0.554 -2.705 -1.719
C -3.945 -0.244 1.310
C -0.793 -2.216 -3.074
C 0.280 -1.208 -3.449
C -2.828 -0.254 3.811
C -0.729 3.928 0.585
C -4.777 -0.232 2.415
C 0.662 -2.644 -1.167
C 1.635 -1.876 -3.296
C 2.557 4.710 -0.917
C -1.952 -0.273 2.708
C 3.753 4.113 -1.187
C 1.475 3.989 -0.351
C 2.889 2.048 -0.353
C 1.605 2.590 -0.099
C -4.203 -0.240 3.682
C 0.503 1.821 0.419
C -0.614 2.542 0.792
C 3.936 2.750 -0.873
C -2.551 -0.279 1.426
C 0.272 4.643 -0.008
H -2.380 -0.252 4.797
H -5.853 -0.211 2.288
H -0.797 -3.054 -3.778
H -1.781 -1.758 -3.081
H 2.414 5.766 -1.120
H 1.782 -2.627 -4.079
H -1.279 -2.479 -1.036
H -4.372 -0.228 0.313
H 4.571 4.679 -1.614
H 0.176 5.706 -0.199
H 0.147 -0.861 -4.474
H 0.214 -0.354 -2.770
H -1.449 2.029 1.247
H 2.440 -1.144 -3.374
H -1.643 4.425 0.889
H -4.827 -0.228 4.569
H 4.897 2.277 -1.026
H 2.583 -2.354 -1.465


Entry 4:
65
Properties=species:S:1:pos:R:3 method="wB97M-V/def2-TZVPD" mol_weight_g_mol=1706.96 orbital_gap_ha=0.344 fmax_ha_per_bohr=0.041
I 2.489 -0.028 -2.965
Cl -4.150 -0.063 2.569
Cl -9.850 4.368 6.112
Cl -12.057 4.162 7.958
Cl -8.064 2.409 1.532
Cl -5.188 0.160 -3.346
Cl 5.366 -4.131 -4.833
Cl 2.401 0.596 4.013
Cl -6.633 2.764 7.123
Cl 4.122 -6.141 -6.485
Cl -10.532 2.024 2.997
Cl -2.564 2.101 1.209
Cl 7.501 1.165 -10.312
Cl 2.511 -4.469 -4.774
Cl 3.392 -0.933 1.773
Cl -8.918 -0.246 2.246
Cl -9.627 2.631 8.376
Cl -6.790 2.009 9.910
Cl -6.933 2.386 -2.785
Cl -5.621 0.219 7.972
Cl -6.384 0.439 -0.736
Cl -4.242 2.644 8.709
Cl 4.226 -6.482 -3.623
Cl -0.707 4.308 1.130
Cl 7.781 0.261 -7.585
Cl 6.552 2.806 -8.138
Cl -7.996 1.568 4.286
Cl -2.836 4.146 -0.811
Cl -0.634 2.284 -0.923
Cl -1.643 0.047 3.985
Cl -11.388 1.942 6.224
Cl 1.320 -2.019 3.453
Cl -4.042 -0.755 5.367
Cl -4.319 2.262 -1.573
Cl 5.176 0.361 -8.804
Cl 0.763 0.198 1.673
Cl -2.857 -2.500 3.392
Cl 8.698 -1.718 -4.474
S 6.086 -0.348 -4.484
O 8.154 0.425 -0.510
O 8.039 -1.673 -1.376
O 7.999 0.041 -2.740
C 7.393 -1.004 -3.446
C 4.391 -2.331 -2.167
C 6.969 -1.986 -2.339
C -3.167 -0.818 3.836
C 8.082 -0.327 -1.415
C 3.177 -1.564 -1.634
C -5.706 1.310 -2.111
C 1.962 -0.539 2.738
C -1.687 3.212 0.152
C -8.881 1.445 2.760
C -10.744 3.277 7.180
C 6.757 1.150 -8.711
C 5.674 -1.717 -1.595
C 4.054 -5.312 -4.933
C -5.822 1.913 8.430
H 3.406 -1.039 -0.716
H 5.827 -2.143 -0.606
H 6.052 -1.234 -5.481
H 7.142 -3.028 -2.578
H 5.503 -0.648 -1.463
H 4.383 -2.242 -3.245
H 4.314 -3.385 -1.906
H 2.322 -2.211 -1.483